[1]
A molecular structure, C24H23Cl2N3O2Pt. Source: the OMol25 dataset; level of theory: wB97M-V/def2-TZVPD.

Geometry (Å):
Pt1 0.00673 0.48508 0.06801
C1 1.28147 1.40204 -2.15616
C2 2.59372 0.68481 -1.97741
C3 3.45968 0.57908 -3.05220
C4 4.65474 -0.11201 -2.91948
C5 4.92548 -0.75486 -1.72562
C6 4.06410 -0.68421 -0.63013
C7 4.34832 -1.53431 0.57658
C8 2.92321 0.11946 -0.74145
N1 2.00779 0.32636 0.31877
C9 2.37762 0.47750 1.61368
O1 3.47982 0.68558 2.09078
C10 1.17165 0.39511 2.53412
C11 1.18201 0.72817 3.86903
C12 -0.02882 0.75086 4.55449
C13 -1.22272 0.49388 3.89125
C14 -1.16850 0.16674 2.55247
N2 0.01634 0.05083 1.94193
C15 -2.36982 0.05519 1.63598
O2 -3.47905 -0.13957 2.11074
N3 -2.01099 0.23956 0.35112
C16 -2.98768 0.12972 -0.68089
C17 -3.64691 -1.08409 -0.89482
C18 -3.31653 -2.30599 -0.08229
C19 -4.60957 -1.15183 -1.89760
C20 -4.90200 -0.05197 -2.68610
C21 -4.21466 1.13423 -2.48249
C22 -3.25432 1.24026 -1.48321
C23 -2.55456 2.55493 -1.25475
H1 1.01361 1.51981 -3.20417
H2 1.25722 2.37894 -1.67154
H3 0.45372 0.76316 -1.75392
H4 3.19031 1.03084 -4.00014
H5 5.34102 -0.18686 -3.75238
H6 5.82351 -1.35469 -1.63180
H7 5.06741 -2.31108 0.31845
H8 3.43423 -2.01806 0.93051
H9 4.74283 -0.94802 1.40458
H10 2.12520 0.98877 4.32822
H11 -0.04494 1.01637 5.60370
H12 -2.19150 0.57146 4.36438
H13 -2.23899 -2.39442 0.07040
H14 -3.67020 -3.20505 -0.58603
H15 -3.78322 -2.25288 0.90275
H16 -5.13025 -2.08908 -2.05855
H17 -5.65670 -0.11923 -3.45926
H18 -4.43093 1.99898 -3.09946
H19 -2.77428 3.24609 -2.06861
H20 -1.47101 2.43550 -1.19138
H21 -2.87315 3.01115 -0.31404
Cl1 -0.00516 3.39993 1.31874
C24 0.09567 4.83779 0.29007
Cl2 1.71294 5.06085 -0.37618
H22 -0.15561 5.70351 0.88892
H23 -0.59941 4.70456 -0.53033

Calculated values
LUMO ... -0.031 hartree
HOMO ... -7.9 eV
Gap between HOMO and LUMO ... 7.0629 eV

[2]
A molecular structure, C24H23ClDyP. Source: the OMol25 dataset; level of theory: wB97M-V/def2-TZVPD.

Geometry (Å):
C1 0.15630 1.46471 1.67837
C2 -0.96796 1.76153 0.84886
C3 -1.86677 0.65210 0.94111
H1 -1.11408 2.66304 0.28253
C4 -1.27750 -0.30159 1.81037
C5 -0.04200 0.21068 2.29379
H2 0.64946 -0.30258 2.93760
H3 1.03778 2.07511 1.76781
H4 -2.81841 0.55580 0.44909
H5 -1.67555 -1.27739 2.02854
Dy1 0.00000 0.00000 0.00000
Cl1 0.25718 -2.34288 -0.19573
P1 -0.78017 0.04534 -2.14389
C6 -2.53366 -0.48227 -2.29257
C7 -3.46645 0.21159 -3.06151
H6 -3.18095 1.11846 -3.57415
C8 -4.76869 -0.25502 -3.17507
H7 -5.48378 0.29657 -3.77102
C9 -5.15067 -1.42265 -2.53162
H8 -6.16595 -1.78558 -2.62176
C10 -4.22133 -2.12622 -1.77699
H9 -4.50794 -3.04378 -1.28084
C11 -2.92215 -1.66027 -1.65464
H10 -2.19826 -2.21482 -1.07458
C12 -0.75054 1.74127 -2.82351
C13 -1.51711 2.74944 -2.23823
H11 -2.20750 2.51120 -1.44072
C14 -1.41900 4.05629 -2.68602
H12 -2.02830 4.82678 -2.23236
C15 -0.54124 4.37560 -3.71431
H13 -0.46027 5.39733 -4.06096
C16 0.23188 3.37990 -4.29143
H14 0.92172 3.62187 -5.08862
C17 0.12907 2.06846 -3.85117
H15 0.73806 1.29917 -4.30186
C18 0.04516 -0.95272 -3.44276
C19 -0.67358 -1.34292 -4.57223
H16 -1.72251 -1.09955 -4.66237
C20 -0.05194 -2.05381 -5.58590
H17 -0.62043 -2.35394 -6.45610
C21 1.29138 -2.38747 -5.47861
H18 1.77627 -2.94629 -6.26866
C22 2.00760 -2.00426 -4.35486
H19 3.05276 -2.26615 -4.26062
C23 1.39036 -1.29177 -3.33696
H20 1.95095 -0.99815 -2.46600
C24 2.30749 0.77287 -0.33309
H21 2.77783 0.99892 0.64489
H22 2.29357 1.69173 -0.95458
H23 2.93347 0.00545 -0.82358

Calculated values
Expectation value of S² ... 9.1289
LUMO (alpha / beta) ... 0.003 / 0.007 hartree
HOMO (alpha / beta) ... -7.6 / -7.7 eV
Gap between HOMO and LUMO (alpha / beta) ... 7.6573 / 7.8310 eV
2S+1 ... 6

[3]
A molecular structure, C24H23ClI2LuN3O2. Source: the OMol25 dataset; level of theory: wB97M-V/def2-TZVPD.

Geometry (Å):
Lu1 -0.22938 0.85887 -0.76953
I1 -4.21142 1.14043 6.21621
C1 -3.12207 1.39702 4.45307
C2 -2.63133 2.64726 4.12148
C3 -1.90658 2.80413 2.95319
I2 -1.16952 4.68240 2.45101
C4 -1.64528 1.73850 2.06245
O1 -0.98026 1.90115 0.98361
C5 -2.16620 0.46133 2.44214
C6 -1.96486 -0.73649 1.54031
N1 -0.60881 -0.85392 1.00441
C7 0.46833 -0.83062 2.01126
C8 1.81083 -0.65227 1.39619
C9 2.93375 -1.31384 1.81621
C10 4.22117 -0.76788 1.63302
C11 4.23409 0.61897 1.34410
C12 3.10585 1.26461 0.93479
N2 1.96665 0.47950 0.49029
C13 -2.87871 0.31249 3.61483
H1 -2.80806 3.49717 4.76705
H2 -2.25763 -1.63005 2.11343
H3 -2.64536 -0.66764 0.68305
H4 -0.53143 -1.68713 0.42898
H5 0.23007 0.00634 2.67698
H6 0.45758 -1.73982 2.63351
H7 2.80015 -2.20975 2.42341
H8 5.10531 -1.27831 1.99379
H9 5.12021 1.21346 1.56880
H10 2.98586 2.34243 0.96557
H11 -3.24856 -0.67074 3.88273
Cl1 -2.93515 2.04941 -1.51777
C14 -1.24351 2.61876 -2.10076
H12 -1.22227 3.66756 -1.79262
H13 -1.33311 2.57305 -3.18934
N3 -2.98670 -5.15596 -5.08289
C15 -2.61992 -4.26321 -4.45127
C16 -2.16421 -3.15390 -3.66636
C17 -0.80429 -2.84836 -3.59943
C18 -0.38359 -1.77580 -2.82569
C19 -1.26328 -0.94032 -2.10491
C20 -2.62314 -1.29467 -2.21492
C21 -3.08005 -2.37160 -2.96183
H14 -0.09218 -3.45725 -4.14560
H15 0.68260 -1.58313 -2.76377
H16 -3.37048 -0.68932 -1.71012
H17 -4.13715 -2.60912 -3.01124
C22 2.85634 2.13060 -2.10342
O2 1.77785 1.30861 -1.70864
C23 1.93340 0.05245 -0.91629
C24 3.08222 -0.74632 -1.47217
H18 3.62596 2.17890 -1.33295
H19 2.45368 3.13065 -2.28137
H20 3.29848 1.75573 -3.03454
H21 2.90459 -0.95125 -2.53360
H22 3.14753 -1.69768 -0.94395
H23 4.06203 -0.25545 -1.37088

Calculated values
Charge ... -2
LUMO ... 0.128 hartree
HOMO ... -0.1 eV
Gap between HOMO and LUMO ... 3.5792 eV

[4]
A molecular structure, C24H23CsFN3O6S2. Source: the OMol25 dataset; level of theory: wB97M-V/def2-TZVPD.

Geometry (Å):
Cs1 -0.39475 0.30077 0.69708
S1 5.00281 1.84832 0.43664
C1 5.19100 0.15718 0.57884
C2 4.02213 -0.50226 0.33572
C3 2.87513 0.31333 0.01320
C4 3.28305 1.62317 0.03584
C5 2.48029 2.83531 -0.15315
C6 3.00327 4.12632 0.04574
C7 2.19607 5.22987 -0.12445
C8 0.86788 5.05890 -0.49396
C9 0.42849 3.75648 -0.66534
N1 1.19294 2.68301 -0.50496
H1 6.15368 -0.26415 0.83593
H2 3.98181 -1.58634 0.39413
H3 4.03376 4.24929 0.35168
H4 2.59642 6.22420 0.04302
H5 0.19631 5.89720 -0.62321
H6 -0.60240 3.54896 -0.94268
C10 -7.99256 -0.86386 0.82100
C11 -7.81493 0.55334 0.29169
C12 -8.29030 1.56000 1.33157
C13 -8.17227 2.97466 0.79400
C14 -6.76352 3.23146 0.33003
C15 -6.25326 4.51149 0.31290
C16 -4.94925 4.73254 -0.10607
F1 -4.49000 6.00897 -0.11298
C17 -4.13652 3.70772 -0.49616
C18 -4.63167 2.40033 -0.48721
C19 -3.70884 1.30514 -0.91200
O1 -2.55897 1.57602 -1.23885
C20 -4.30981 -0.01169 -0.91667
C21 -5.59798 -0.14326 -0.53307
N2 -6.42125 0.84828 -0.06863
C22 -5.94843 2.15467 -0.07476
C23 -3.57458 -1.33286 -1.25684
O2 -4.29979 -2.21134 -1.76864
O3 -2.37740 -1.37785 -0.92054
H7 -9.00902 -0.96170 1.20601
H8 -7.29193 -1.05990 1.63417
H9 -7.85380 -1.62551 0.05736
H10 -8.43927 0.67320 -0.60531
H11 -7.68134 1.44811 2.23371
H12 -9.32422 1.32941 1.59561
H13 -8.44774 3.70846 1.55399
H14 -8.87151 3.10162 -0.03997
H15 -6.85914 5.35044 0.63406
H16 -3.11285 3.86656 -0.80702
H17 -6.01642 -1.13648 -0.59106
C24 2.46646 1.58046 3.66724
S2 0.74833 1.24436 4.02610
O4 -0.00811 2.18139 3.19231
O5 0.59694 1.47540 5.45862
O6 0.55139 -0.15106 3.62262
H18 2.65780 2.63129 3.87740
H19 2.65178 1.35316 2.61815
H20 3.07092 0.94166 4.30828
N3 1.23573 -2.77586 -0.05357
H21 1.65878 -1.85893 -0.21357
H22 1.08203 -2.84041 0.94748
H23 0.31906 -2.77590 -0.49091

Calculated values
Charge ... -2
LUMO ... 0.133 hartree
HOMO ... -1.8 eV
Gap between HOMO and LUMO ... 5.4222 eV

Across the entries above, E_tot takes the values -2282.832960, -2614.764308, -3534.191099, -2460.579272 hartree, respectively.
Across the entries above, strongest force on any atom takes the values 1.528, 11.532, 0.420, 0.234 eV Å⁻¹, respectively.